# 1
{
  "formula": "C14H28BeBrIN2O2PS",
  "method": "ωB97M-V with the def2-TZVPD basis set",
  "orbital_gap_ha": 0.1228,
  "largest_force_ha_per_bohr": 0.1712,
  "charge": 1,
  "energy_ev": -120691.447,
  "multiplicity": 1,
  "elements": ["C", "C", "C", "C", "P", "Br", "C", "C", "C", "I", "C", "C", "S", "C", "N", "N", "C", "O", "C", "C", "C", "O", "H", "H", "H", "H", "H", "H", "H", "H", "H", "H", "H", "H", "H", "H", "H", "H", "H", "H", "H", "H", "H", "H", "H", "H", "H", "H", "H", "H", "Be"],
  "xyz": [[3.4729, -1.8811, -1.1287], [2.1346, -1.9435, -0.1261], [2.6292, -2.7955, 1.1918], [1.7158, -0.3614, 0.2371], [-0.1445, -0.2384, 0.7573], [0.5309, -0.5159, 2.8929], [-0.6620, -0.1473, -1.0751], [-0.7823, 1.2079, -1.8762], [0.6020, 1.7619, -2.6413], [0.0646, 2.3104, -4.7393], [-1.9632, -0.4415, 1.4017], [-3.0587, 0.5655, 0.8649], [-4.7604, -0.2921, 1.0153], [-4.6983, -1.5418, -0.4296], [-5.1618, -1.2738, -1.8721], [-4.9093, -2.5241, -2.4749], [-4.3178, -3.5689, -1.5232], [-4.1641, -2.9170, -0.2012], [-0.0961, 1.6385, 1.0696], [1.2753, 2.4571, 0.8066], [2.3260, 2.4748, 2.1126], [0.8405, 3.9034, 0.7617], [3.3018, -2.7102, -1.9707], [3.5774, -0.8610, -1.6914], [4.4474, -2.1897, -0.5564], [1.3120, -2.4887, -0.7699], [1.6734, -3.1588, 1.7682], [3.3006, -2.0916, 1.8771], [3.2679, -3.7254, 0.8258], [1.9449, 0.2281, -0.7466], [2.4600, -0.0996, 1.1335], [-0.1559, -1.6863, 0.6188], [0.1027, -0.8515, -1.6681], [-1.6942, -0.7449, -1.1606], [-1.4718, 0.9501, -2.8275], [-1.3181, 2.1370, -1.4239], [0.9868, 2.7799, -2.1793], [1.4255, 0.9387, -2.7459], [-2.3157, -1.5604, 1.1777], [-1.9168, -0.3869, 2.5937], [-3.0197, 0.9792, -0.2174], [-3.1215, 1.5120, 1.5900], [-4.0369, -4.6907, -1.7478], [-0.9746, 2.2827, 0.6679], [-0.2417, 1.7272, 2.2598], [1.8120, 2.3273, -0.2162], [2.7427, 3.5757, 2.2988], [1.7295, 2.1967, 3.0912], [3.2552, 1.7729, 1.9347], [1.4154, 4.3818, 0.0696], [0.6382, 3.5794, 2.9912]]
}

# 2
{
  "formula": "C24H19BCsN11O2",
  "method": "ωB97M-V with the def2-TZVPD basis set",
  "orbital_gap_ha": [0.3198, 0.1892],
  "largest_force_ha_per_bohr": 0.0687,
  "charge": 1,
  "s2": 0.78,
  "energy_ev": -46897.919,
  "multiplicity": 2,
  "elements": ["Cs", "C", "C", "N", "N", "C", "B", "N", "C", "C", "C", "N", "N", "C", "C", "C", "N", "N", "C", "C", "C", "N", "H", "H", "H", "H", "H", "H", "H", "H", "H", "H", "H", "H", "O", "N", "O", "C", "C", "C", "C", "C", "C", "N", "C", "C", "N", "C", "C", "C", "C", "H", "H", "H", "H", "H", "H", "H"],
  "xyz": [[0.5643, 2.7085, -1.0712], [6.1867, -1.2201, -1.6506], [6.3300, -0.4852, -0.4911], [5.1641, -0.2244, 0.1891], [4.1888, -0.6897, -0.7044], [4.7373, -1.4204, -1.7232], [2.7641, -0.9432, -0.0065], [1.7700, -1.0760, -1.1961], [1.4063, -2.1774, -1.8632], [1.1625, -1.7783, -3.1365], [1.4472, -0.4004, -3.1624], [1.8177, 0.0375, -1.9793], [2.2851, 0.1802, 0.9480], [1.1672, 0.1258, 1.7330], [1.0821, 1.2666, 2.4303], [2.2471, 1.9752, 2.0918], [2.9165, 1.3857, 1.0848], [3.1194, -2.1984, 0.8037], [3.2660, -2.2065, 2.1470], [3.7389, -3.4493, 2.5030], [3.9221, -4.1244, 1.2994], [3.6419, -3.3232, 0.2759], [6.8428, -1.5896, -2.4612], [7.2775, -0.2477, 0.0411], [4.0730, -1.9438, -2.3910], [1.4847, -3.2073, -1.5497], [0.8508, -2.4308, -3.9620], [1.3145, 0.2539, -4.0343], [0.5925, -0.8033, 1.8378], [0.2898, 1.4911, 3.1648], [2.6623, 2.9026, 2.4134], [2.8785, -1.3240, 2.7389], [3.9071, -3.8246, 3.4955], [4.1971, -5.1891, 1.0062], [-7.7440, 2.3803, 0.4368], [-7.0808, 1.6593, 1.1548], [-7.4261, 1.2172, 2.2243], [-5.6793, 1.3434, 0.7690], [-5.3514, 0.0714, 0.5249], [-4.1329, -0.2011, -0.1252], [-3.7876, -1.4855, -0.6187], [-2.5500, -1.6761, -1.1857], [-1.7442, -0.5748, -1.3113], [-1.9792, 0.6728, -0.8953], [-3.1612, 0.8506, -0.2744], [-3.5132, 2.2088, 0.1450], [-2.5859, 3.2110, 0.0624], [-3.0409, 4.4283, 0.2063], [-4.3575, 4.7820, 0.4419], [-5.2868, 3.8122, 0.5848], [-4.8650, 2.4818, 0.4778], [-6.0707, -0.7419, 0.8660], [-4.5859, -2.2103, -0.5167], [-2.3153, -2.6749, -1.6011], [-0.7845, -0.6579, -1.7857], [-2.2496, 5.2128, 0.3059], [-4.7268, 5.7800, 0.3990], [-6.2770, 4.0605, 0.8942]]
}

# 3
{
  "formula": "C6H8N2",
  "method": "ωB97M-V with the def2-TZVPD basis set",
  "orbital_gap_ha": [0.2932, 0.2841],
  "largest_force_ha_per_bohr": 0.0962,
  "relative_energy_kcal_mol": 125.29,
  "energy_ev": -9326.275,
  "multiplicity": 1,
  "elements": ["C", "C", "C", "N", "C", "C", "C", "N", "H", "H", "H", "H", "H", "H", "H", "H"],
  "xyz": [[0.9202, 0.7355, 0.2161], [-0.3306, -0.3494, 0.8686], [0.4742, 0.3819, -1.1353], [-1.4050, 0.4812, 1.2573], [0.2540, -1.3552, 1.5933], [0.6430, 0.9102, -2.3375], [-0.5691, -0.7290, -0.8704], [-1.2577, -1.5363, -1.3954], [-2.1999, 0.4352, 0.6309], [-1.7161, 0.3066, 2.2027], [0.6816, 1.7412, 0.5524], [1.9169, 0.3879, 0.4724], [1.1494, -1.2216, 2.1811], [-0.0461, -2.3849, 1.4592], [1.3198, 1.7393, -2.4989], [0.1654, 0.4573, -3.1964]]
}

# 4
{
  "formula": "C46H61N3O13S7",
  "method": "ωB97M-V with the def2-TZVPD basis set",
  "orbital_gap_ha": 0.3001,
  "largest_force_ha_per_bohr": 0.0358,
  "energy_ev": -155623.849,
  "multiplicity": 1,
  "elements": ["O", "C", "O", "C", "C", "C", "C", "C", "C", "O", "C", "C", "C", "C", "C", "C", "C", "C", "C", "C", "C", "C", "C", "C", "C", "C", "N", "S", "N", "C", "C", "N", "C", "S", "H", "H", "H", "H", "H", "H", "H", "H", "H", "H", "H", "H", "H", "H", "H", "H", "H", "H", "H", "H", "H", "C", "C", "C", "S", "O", "O", "C", "H", "H", "H", "H", "H", "H", "H", "H", "C", "C", "C", "S", "O", "O", "C", "H", "H", "H", "H", "H", "H", "H", "H", "C", "C", "C", "S", "O", "O", "C", "H", "H", "H", "H", "H", "H", "H", "H", "C", "C", "C", "S", "O", "O", "C", "H", "H", "H", "H", "H", "H", "H", "H", "C", "C", "C", "S", "O", "O", "C", "H", "H", "H", "H", "H", "H", "H", "H"],
  "xyz": [[-0.0007, 5.4425, 3.9034], [0.5037, 4.7089, 3.1090], [-0.0632, 4.2875, 1.9702], [-1.4296, 3.8280, 2.0916], [-1.5991, 2.3056, 1.7916], [-0.4665, 1.8457, 0.9002], [0.7676, 1.3440, 1.4692], [0.8617, 1.2310, 2.9761], [0.2311, -0.0116, 3.6223], [0.8737, -0.6061, 4.4545], [-1.1519, -0.5093, 3.3350], [-1.6469, -0.8325, 2.0743], [-2.9343, -1.3125, 1.9576], [-3.7465, -1.5082, 3.0631], [-3.2601, -1.1862, 4.3216], [-1.9727, -0.6920, 4.4352], [1.8099, 1.0050, 0.6485], [3.1968, 0.5277, 1.0422], [3.2872, -0.6019, 2.0972], [4.1317, -0.3052, 3.3142], [5.1005, 0.6860, 3.3598], [5.8601, 0.9311, 4.4945], [5.6692, 0.1773, 5.6404], [4.7211, -0.8326, 5.5993], [3.9755, -1.0733, 4.4633], [1.5824, 1.1209, -0.7577], [2.4687, 0.8172, -1.7182], [1.8097, 1.0890, -3.1358], [0.3307, 1.5985, -2.6739], [0.3708, 1.5752, -1.3524], [-0.6496, 1.9579, -0.4361], [-1.8999, 2.4800, -0.9956], [-1.7469, 3.5488, -1.5631], [-1.5493, 4.8634, -2.3687], [1.4984, 4.2881, 3.3060], [-1.9884, 4.3784, 1.3356], [-1.8683, 4.0852, 3.0522], [-2.5563, 2.2098, 1.2929], [-1.5801, 1.8045, 2.7504], [0.3810, 2.0985, 3.4342], [1.9031, 1.2663, 3.2838], [-1.0320, -0.7047, 1.1954], [-3.3508, -1.5504, 0.9872], [-4.7480, -1.9061, 2.9850], [-3.8404, -1.2909, 5.2256], [-1.6014, -0.4480, 5.4217], [3.7585, 1.4182, 1.3219], [3.6647, 0.1696, 0.1307], [2.2866, -0.9346, 2.3478], [3.7615, -1.4495, 1.5966], [5.2906, 1.3130, 2.4997], [6.6069, 1.7125, 4.4641], [6.2578, 0.3968, 6.5195], [4.5641, -1.4246, 6.4919], [3.2491, -1.8722, 4.5047], [1.2923, -1.1704, -8.7538], [0.3035, -0.9272, -7.6101], [1.0249, -1.2957, -6.3050], [2.7748, -1.0208, -6.5986], [3.4639, -2.2889, -6.5410], [3.2226, 0.1113, -5.8234], [2.6120, -0.5417, -8.3120], [0.9407, -0.7399, -9.6905], [1.4227, -2.2442, -8.8995], [0.0178, 0.1270, -7.5913], [-0.5977, -1.5054, -7.7319], [0.7062, -0.6758, -5.4698], [0.8929, -2.3474, -6.0569], [3.4760, -0.8974, -8.8702], [2.5647, 0.5464, -8.3509], [5.0077, -5.5562, -9.1377], [4.8050, -4.2194, -9.8619], [3.4835, -4.3117, -10.6371], [2.4548, -5.4756, -9.7313], [2.2341, -6.6357, -10.5558], [1.3626, -4.7673, -9.1111], [3.6695, -5.8799, -8.4822], [5.8078, -5.4996, -8.4013], [5.2676, -6.3337, -9.8600], [4.7455, -3.4150, -9.1251], [5.6348, -3.9919, -10.5300], [2.9714, -3.3535, -10.6884], [3.6293, -4.7087, -11.6399], [3.5644, -6.9248, -8.1998], [3.4856, -5.2350, -7.6223], [-4.8563, 0.9393, -6.8215], [-5.3265, -0.5132, -6.9758], [-4.9065, -0.9859, -8.3737], [-3.4436, -0.0352, -8.8049], [-3.7537, 0.8128, -9.9260], [-2.2896, -0.9022, -8.8158], [-3.4155, 0.9655, -7.3205], [-4.9259, 1.2803, -5.7897], [-5.4752, 1.5960, -7.4366], [-4.8453, -1.1335, -6.2170], [-6.4027, -0.6059, -6.8389], [-4.6575, -2.0439, -8.3923], [-5.6702, -0.7723, -9.1189], [-3.0557, 1.9629, -7.5621], [-2.7420, 0.4851, -6.6101], [-2.7468, 5.7087, 7.1581], [-3.1623, 4.8313, 8.3472], [-3.7932, 3.5537, 7.7761], [-3.0320, 3.2998, 6.1663], [-4.0421, 3.4403, 5.1471], [-2.1735, 2.1404, 6.2153], [-2.0319, 4.7783, 6.1847], [-2.1044, 6.5322, 7.4657], [-3.6351, 6.1322, 6.6842], [-2.2791, 4.5744, 8.9357], [-3.8563, 5.3485, 9.0083], [-3.5984, 2.6847, 8.3993], [-4.8648, 3.6657, 7.6222], [-1.9552, 5.1773, 5.1777], [-1.0444, 4.5027, 6.5532], [-0.6369, -0.9624, 10.1154], [0.2166, -1.8032, 9.1562], [-0.6130, -3.0313, 8.7607], [-2.3357, -2.5314, 8.8763], [-2.9692, -3.2862, 9.9266], [-2.9017, -2.4591, 7.5544], [-2.0179, -0.8739, 9.4738], [-0.2090, 0.0260, 10.2772], [-0.7073, -1.4624, 11.0840], [0.4510, -1.2151, 8.2663], [1.1612, -2.0993, 9.6103], [-0.4077, -3.3542, 7.7430], [-0.4626, -3.8599, 9.4501], [-2.8034, -0.5819, 10.1668], [-2.0111, -0.2077, 8.6108]]
}